# 1
C5H5BrS | the ωB97M-V functional and the def2-TZVPD basis

XYZ file:
```
12
Properties=species:S:1:pos:R:3:forces:R:3
C -0.705 -1.603 0.141 -1.441 -2.322 -1.507
C -0.357 -0.162 -0.001 3.342 0.361 -0.185
C -1.138 0.915 0.082 0.070 1.145 -0.276
S -0.397 2.470 -0.152 1.609 -1.135 0.440
C 1.226 1.728 -0.215 -3.761 -3.387 -0.007
C 1.154 0.337 -0.196 -2.992 1.651 0.292
Br 2.709 -0.713 -0.381 -0.468 -0.086 0.191
H -0.601 -2.186 -0.873 -0.153 1.251 1.650
H -0.038 -2.131 0.793 0.760 -0.041 0.414
H -1.733 -1.954 0.547 1.378 1.449 -0.773
H -2.172 1.006 0.310 -0.738 -0.523 -0.072
H 2.051 2.293 -0.054 2.394 1.637 -0.166
```
Positions in Å, forces in eV/Å.

- ΔE to the lowest compared entry with this formula, charge and spin (kcal/mol) = 10.0
- energy (Ha) = -3165.68185
- highest occupied orbital energy (eV) = -8.77
- F_max (eV/Å) = 5.06
- SMILES string = Cc1cscc1Br
- E_LUMO (eV) = 0.747
- gap between HOMO and LUMO (eV) = 9.5

=====

# 2
C5H5Cl | the ωB97M-V functional and the def2-TZVPD basis

XYZ file:
```
11
Properties=species:S:1:pos:R:3:forces:R:3
C -2.151 -1.131 0.135 -2.094 -2.001 -0.929
C -1.283 -0.448 -0.347 0.957 1.774 0.632
C -0.165 0.550 -0.489 -3.539 0.863 -0.961
C 0.755 0.798 0.641 -0.049 0.357 4.283
C 1.192 0.073 -0.537 3.883 -1.954 -0.241
Cl 1.199 -1.730 -0.040 0.903 0.925 -1.010
H -2.993 -1.912 0.191 1.940 1.872 0.205
H -0.419 1.550 -0.930 0.108 -1.416 -0.212
H 0.730 -0.011 1.465 -0.309 2.335 -0.740
H 0.956 1.912 0.916 0.013 -2.366 -0.681
H 2.180 0.349 -1.006 -1.813 -0.388 -0.345
```
Positions in Å, forces in eV/Å.

- ΔE to the lowest compared entry with this formula, charge and spin (kcal/mol) = 77.5
- energy (Ha) = -653.55730
- highest occupied orbital energy (eV) = -9.78
- F_max (eV/Å) = 4.35
- SMILES string = C#C[C@H]1C[C@H]1Cl
- E_LUMO (eV) = 0.937
- gap between HOMO and LUMO (eV) = 10.7

=====

# 3
C5H5Cl | the ωB97M-V functional and the def2-TZVPD basis

XYZ file:
```
11
Properties=species:S:1:pos:R:3:forces:R:3
C 1.038 1.130 -0.753 0.961 -3.534 -3.807
C 0.249 -0.005 -0.193 -0.183 -0.544 -0.276
C -1.009 0.211 0.620 -0.790 2.705 0.406
C -1.161 -1.046 0.931 2.199 -1.764 -2.065
Cl -2.170 -2.120 1.707 -0.532 -0.086 0.438
C 0.197 -1.337 -0.119 -2.131 2.067 2.020
H 2.164 0.979 -0.777 -1.516 0.245 0.033
H 0.723 1.875 -0.157 -0.430 3.361 1.594
H 0.623 1.245 -1.851 1.006 0.246 2.045
H -1.527 1.170 0.823 0.145 -0.913 0.061
H 0.873 -2.101 -0.231 1.271 -1.783 -0.449
```
Positions in Å, forces in eV/Å.

- ΔE to the lowest compared entry with this formula, charge and spin (kcal/mol) = 83.2
- energy (Ha) = -653.54816
- highest occupied orbital energy (eV) = -7.91
- F_max (eV/Å) = 5.28
- SMILES string = CC1=CC(Cl)=C1
- E_LUMO (eV) = 0.653
- gap between HOMO and LUMO (eV) = 8.6

=====

# 4
C5H5Cl15 | the ωB97M-V functional and the def2-TZVPD basis

XYZ file:
```
25
Properties=species:S:1:pos:R:3:forces:R:3
C 18.678 -16.531 -30.116 -0.418 0.676 -0.536
Cl 17.933 -16.121 -28.581 -3.506 2.216 -0.376
Cl 18.134 -15.647 -31.539 -0.494 0.358 0.041
Cl 18.396 -18.265 -30.553 -0.215 11.814 9.950
H 19.749 -16.404 -29.960 -1.368 1.129 -2.478
C 19.073 -20.380 -31.424 -2.135 -3.919 -5.434
Cl 18.350 -21.953 -31.053 -0.710 0.274 0.439
Cl 17.959 -19.211 -32.104 -3.633 -10.263 -12.658
Cl 20.369 -20.791 -32.562 0.308 0.718 -0.046
H 19.510 -20.016 -30.495 -6.383 -3.027 -6.169
C 20.968 -18.569 -28.452 -0.149 5.974 -2.925
Cl 22.741 -18.384 -28.630 -15.294 6.320 -1.821
Cl 20.288 -19.606 -29.682 10.529 3.567 9.429
Cl 20.184 -16.945 -28.443 5.793 -4.112 5.429
H 20.884 -19.196 -27.564 -4.150 5.338 0.500
C 21.709 -21.797 -26.701 1.151 -1.664 1.036
Cl 21.781 -21.702 -24.906 -0.012 0.380 -0.500
Cl 23.159 -22.761 -27.245 -0.934 0.129 0.107
Cl 21.709 -20.242 -27.489 3.972 -11.522 5.987
H 20.779 -22.341 -26.862 0.371 0.031 -0.555
C 24.679 -18.490 -28.342 6.718 0.226 0.236
Cl 24.146 -20.045 -28.902 5.814 -5.163 -0.742
Cl 24.870 -17.368 -29.683 1.444 0.770 -0.874
Cl 26.205 -18.589 -27.479 0.419 -0.270 0.288
H 23.930 -18.016 -27.707 2.882 0.019 1.672
```
Positions in Å, forces in eV/Å.

- ΔE to the lowest compared entry with this formula, charge and spin (kcal/mol) = 632.7
- energy (Ha) = -7095.36860
- highest occupied orbital energy (eV) = -7.43
- F_max (eV/Å) = 16.70
- E_LUMO (eV) = -0.348
- gap between HOMO and LUMO (eV) = 7.1

=====

# 5
C5H5Cl2O3P | the ωB97M-V functional and the def2-TZVPD basis

XYZ file:
```
16
Properties=species:S:1:pos:R:3:forces:R:3
C 0.238 2.061 1.329 -0.041 0.035 -0.035
C -0.737 2.007 0.440 0.097 -0.124 -0.116
C -0.765 -0.981 -0.120 -0.415 0.133 0.406
C -0.636 1.240 -0.848 -0.271 0.185 -0.085
C -0.021 -2.237 0.013 1.601 0.201 -1.198
O -1.897 -0.816 0.250 0.154 -0.056 -0.155
O 2.233 -3.672 -0.768 0.192 -0.503 -0.502
O -0.001 -0.038 -0.691 0.128 0.238 -0.146
P 1.587 -2.379 -0.611 -0.996 -0.352 1.408
Cl 2.905 -1.008 -0.066 -0.148 0.513 -0.085
Cl -0.889 -3.692 -0.105 -0.401 -0.340 0.223
H 0.140 2.612 2.247 -0.065 0.118 0.182
H 1.171 1.546 1.166 0.185 -0.144 -0.027
H -1.676 2.513 0.604 -0.116 0.134 0.093
H -0.015 1.768 -1.574 -0.094 -0.092 0.046
H -1.635 1.077 -1.265 0.189 0.054 -0.009
```
Positions in Å, forces in eV/Å.

- ΔE to the lowest compared entry with this formula, charge and spin (kcal/mol) = 0.0
- energy (Ha) = -1680.95022
- highest occupied orbital energy (alpha / beta) (eV) = -9.34 / -9.34
- F_max (eV/Å) = 2.01
- E_LUMO (alpha / beta) (eV) = -1.748 / -1.749
- gap between HOMO and LUMO (alpha / beta) (eV) = 7.6 / 7.6

=====

# 6
C5H5ClFN | the ωB97M-V functional and the def2-TZVPD basis

XYZ file:
```
13
Properties=species:S:1:pos:R:3:forces:R:3
C 1.191 0.043 0.994 -0.977 0.266 -0.293
C 0.091 0.303 -0.088 0.570 -1.848 1.468
C 0.178 1.594 -0.643 1.052 2.216 -1.250
N 0.496 2.632 -1.053 -0.744 -1.135 0.455
C -0.400 -0.844 -1.008 -0.883 0.789 0.741
F 0.023 -2.120 -0.938 0.727 -0.258 0.424
C -1.248 -0.359 0.108 -0.892 0.204 0.154
Cl -2.824 0.500 -0.045 1.115 -0.533 -0.155
H 1.301 0.871 1.714 -0.313 -0.278 -0.422
H 2.122 -0.094 0.492 0.781 0.003 -0.362
H 0.981 -0.876 1.528 -0.138 -0.103 0.100
H -0.651 -0.603 -2.006 -0.195 0.551 -0.876
H -1.260 -1.046 0.945 -0.101 0.127 0.016
```
Positions in Å, forces in eV/Å.

- ΔE to the lowest compared entry with this formula, charge and spin (kcal/mol) = 16.5
- energy (Ha) = -808.28218
- highest occupied orbital energy (eV) = -10.86
- F_max (eV/Å) = 2.75
- SMILES string = C[C@@]1(C#N)[C@@H](F)[C@@H]1Cl
- E_LUMO (eV) = 0.736
- gap between HOMO and LUMO (eV) = 11.6

=====

# 7
C5H5ClN4O2 | the ωB97M-V functional and the def2-TZVPD basis

XYZ file:
```
17
Properties=species:S:1:pos:R:3:forces:R:3
C 1.223 1.274 1.384 1.069 -1.055 -0.710
C 1.276 0.455 0.355 -4.046 1.287 -0.405
C 2.152 -0.376 -0.453 0.507 -0.316 -0.207
C -1.508 -0.516 0.031 -0.133 0.347 -0.066
C -0.713 0.773 -0.179 4.271 -1.412 0.265
N -0.003 1.943 1.613 -0.432 0.732 0.805
N -0.910 1.712 0.827 -1.433 0.845 0.083
N 1.640 -1.574 -0.784 -0.041 -0.275 -0.084
N -2.811 -0.367 -0.233 -0.482 -0.148 -0.005
O 3.234 0.046 -0.813 0.217 0.057 -0.045
O -1.005 -1.549 0.410 0.201 -0.299 0.124
Cl -0.898 1.394 -1.802 0.064 0.155 0.151
H 1.988 1.526 2.098 0.163 -0.049 -0.041
H 0.746 -1.864 -0.416 -0.057 0.003 0.076
H 2.198 -2.211 -1.328 0.064 0.081 0.017
H -3.188 0.496 -0.583 0.031 0.028 0.038
H -3.421 -1.161 -0.128 0.039 0.019 0.003
```
Positions in Å, forces in eV/Å.

- ΔE to the lowest compared entry with this formula, charge and spin (kcal/mol) = 26.7
- energy (Ha) = -1023.15035
- highest occupied orbital energy (eV) = -9.68
- F_max (eV/Å) = 4.51
- E_LUMO (eV) = -0.870
- gap between HOMO and LUMO (eV) = 8.8

=====

# 8
C5H5ClN4S | the ωB97M-V functional and the def2-TZVPD basis

XYZ file:
```
16
Properties=species:S:1:pos:R:3:forces:R:3
C 2.649 1.025 0.741 2.040 1.516 1.163
C -1.185 -0.878 0.364 3.352 -2.610 2.751
C 0.643 0.608 -0.297 -4.430 -3.224 0.491
C 2.286 2.019 -1.255 -3.154 -0.443 -3.768
C 1.347 0.453 0.907 2.048 1.019 -0.441
N 3.096 1.751 -0.318 0.704 -1.640 4.434
N -2.387 -0.985 0.306 -3.673 1.050 -1.530
N -0.589 -0.025 -0.482 2.770 3.562 -2.603
N 1.052 1.300 -1.351 3.163 1.617 1.703
S 2.738 3.121 -2.469 -0.107 -0.135 0.245
Cl 0.950 -0.209 2.401 0.160 0.426 -0.503
H 3.338 1.026 1.650 -0.705 -0.370 -1.467
H -0.468 -1.450 1.013 -0.931 0.519 -0.622
H -2.879 -1.530 0.962 -0.553 -1.153 0.962
H -1.117 0.297 -1.330 -0.032 -0.605 1.103
H 0.456 1.264 -2.123 -0.653 0.472 -1.920
```
Positions in Å, forces in eV/Å.

- energy (Ha) = -1270.11321
- highest occupied orbital energy (alpha / beta) (eV) = -18.32 / -18.32
- F_max (eV/Å) = 5.50
- charge = +2
- E_LUMO (alpha / beta) (eV) = -12.968 / -11.452
- gap between HOMO and LUMO (alpha / beta) (eV) = 5.3 / 6.9

=====

# 9
C5H5ClO | the ωB97M-V functional and the def2-TZVPD basis

XYZ file:
```
12
Properties=species:S:1:pos:R:3:forces:R:3
C 0.010 -1.434 0.289 1.190 -1.102 -0.865
C -0.962 -0.380 0.662 1.842 3.032 -0.840
O -1.960 -0.175 0.039 -1.098 -0.387 0.301
C -0.229 0.752 1.469 -2.483 -0.024 0.604
C -0.487 2.026 1.700 -0.221 -3.795 -1.755
C -0.697 3.264 1.745 0.299 3.112 -0.907
Cl -1.616 3.762 3.235 0.581 0.374 -1.771
H 0.179 -1.371 -0.800 0.033 0.544 0.339
H -0.311 -2.437 0.334 -1.147 -1.231 0.460
H 0.986 -1.485 0.774 -0.186 0.719 0.192
H 0.180 0.365 2.336 2.401 -1.159 1.250
H -0.247 3.812 0.779 -1.213 -0.083 2.991
```
Positions in Å, forces in eV/Å.

- ΔE to the lowest compared entry with this formula, charge and spin (kcal/mol) = 66.5
- energy (Ha) = -728.81729
- highest occupied orbital energy (eV) = -9.32
- F_max (eV/Å) = 4.19
- SMILES string = CC(=O)C=C=CCl
- E_LUMO (eV) = -0.293
- gap between HOMO and LUMO (eV) = 9.0